Record 1
Entry from OMol25: a 2-piece molecular cluster, C3H10NO3S overall (the ωB97M-V functional and the def2-TZVPD basis).

## Properties
Spin multiplicity = 1
Energy above the lowest of the compared OMol25 structures with the same formula, charge and spin = 1.118 eV
E_HOMO = -13.25 eV
Net charge = +1

Geometry as XYZ:
```
18
Properties=species:S:1:pos:R:3:forces:R:3
O -1.3936 -0.3096 -1.8386 -1.74 1.72 0.73
C -0.3832 -0.6422 -1.3185 0.51 -2.65 -1.00
O 0.4621 -1.3906 -2.0013 1.54 -0.35 0.08
C 0.1066 -0.5401 0.0930 0.24 0.11 -0.20
C 1.4568 0.2639 -0.0058 -1.03 1.02 1.20
S 2.4727 0.0638 1.5289 -0.65 0.61 -0.27
N -1.1158 -0.0143 0.8484 1.24 2.62 2.33
H 0.1332 -1.4473 -2.9007 -0.15 -0.16 -0.57
H 0.4184 -1.4931 0.5674 -0.74 0.28 -0.60
H 2.0026 -0.0401 -0.8749 0.19 -0.85 -0.25
H 1.2048 1.3007 -0.2943 0.29 -0.02 0.80
H 3.5602 -0.5394 1.0394 -0.13 -0.07 -0.35
H -1.7827 -0.7425 1.1033 0.08 -0.26 -0.37
H -0.7681 0.3632 1.8158 -0.87 -0.61 -2.06
H -1.7037 0.7775 0.3828 0.91 -1.27 0.53
H -4.2758 1.7597 0.6182 -2.67 -0.08 0.07
H -3.1663 2.7870 1.0870 -0.85 -0.89 -0.51
O -3.3756 1.9332 0.6453 3.83 0.85 0.45
```
Forces are in eV/Å.


Record 2
Entry from OMol25: a 2-piece molecular cluster, C3H10NO3Si overall (the ωB97M-V functional and the def2-TZVPD basis).

## Properties
Spin multiplicity = 1
Energy above the lowest of the compared OMol25 structures with the same formula, charge and spin = 1.044 eV
E_HOMO = -11.16 eV
Net charge = +1

Geometry as XYZ:
```
18
Properties=species:S:1:pos:R:3:forces:R:3
C -1.0419 -1.4722 1.0856 -2.60 -0.19 1.15
C -0.1557 -1.4941 0.1328 -0.16 -2.96 -4.69
C 1.0181 -0.7054 0.1301 -0.48 3.12 -1.06
N 2.3261 -1.1214 -0.5158 -0.90 -1.61 2.77
O 0.0839 2.8295 -1.1942 -0.06 -1.76 2.37
O -2.1693 1.3298 -1.0259 0.37 -2.22 0.27
O -1.0109 2.3365 1.2561 0.87 0.02 -1.33
Si -0.8542 1.8843 -0.2879 1.02 0.54 -0.30
H -2.0612 -1.8742 0.9958 0.76 -0.17 -0.02
H -0.8778 -0.8881 1.9601 0.21 0.36 0.79
H -0.4444 -2.1504 -0.8305 0.80 1.50 1.98
H 1.1669 -0.4086 1.1197 1.05 0.76 1.36
H 2.0791 -1.7563 -1.2361 -0.13 -1.10 -0.97
H 2.7458 -1.6829 0.2935 0.30 0.88 -1.88
H 2.9621 -0.4597 -0.9478 -0.10 0.63 0.55
H -0.0304 3.4521 -1.8783 -0.52 0.94 -1.16
H -2.2812 0.3303 -1.0008 -0.06 1.64 -0.07
H -1.4552 1.8507 1.9435 -0.35 -0.37 0.26
```
Forces are in eV/Å.


Record 3
Entry from OMol25: a 3-piece molecular cluster, C3H10NO4 overall (the ωB97M-V functional and the def2-TZVPD basis).

## Properties
Spin multiplicity = 1
Energy above the lowest of the compared OMol25 structures with the same formula, charge and spin = 1.599 eV
E_HOMO = -4.00 eV
Net charge = -1

Geometry as XYZ:
```
18
Properties=species:S:1:pos:R:3:forces:R:3
O 0.8109 1.8582 -0.2550 -0.44 -0.75 -2.07
C 0.3037 0.7256 -0.4450 -0.42 -0.53 4.05
O -0.2103 0.0305 -1.3349 0.70 0.87 -1.41
C 0.2227 -0.1155 0.9488 -0.27 1.08 0.22
C -1.2190 -0.4937 1.4169 0.92 0.83 -0.65
N 0.8546 0.6063 2.0358 0.32 -0.86 0.68
H 0.8308 -0.9803 0.7184 -0.07 -0.78 0.17
H -1.4234 -1.4895 1.0953 -0.68 -0.58 -0.40
H -1.3812 -0.4436 2.4900 0.59 -0.20 0.36
H -1.9223 0.2483 1.0411 -0.20 -0.24 -0.50
H 1.5926 1.1624 1.6207 -0.45 0.63 0.30
H 0.1430 1.1441 2.5202 0.58 0.43 -0.29
H 2.0798 -1.9994 -2.0309 -0.29 0.35 0.61
H 2.4779 -0.9925 -0.8540 -0.56 -0.30 -0.13
O 2.6259 -1.2530 -1.7666 0.96 -0.02 -0.55
H -1.1507 0.8241 -2.5383 -1.40 -0.49 0.17
H -2.4955 0.3876 -1.9281 0.38 0.06 -0.19
O -2.1397 0.7804 -2.7344 0.34 0.48 -0.39
```
Forces are in eV/Å.


Record 4
Entry from OMol25: an isolated ion of composition C3H10NO6 and charge +1 (the ωB97M-V functional and the def2-TZVPD basis).

## Properties
Spin multiplicity = 1
Energy above the lowest of the compared OMol25 structures with the same formula, charge and spin = 0.000 eV
E_HOMO = -15.74 eV
Net charge = +1

Geometry as XYZ:
```
20
Properties=species:S:1:pos:R:3:forces:R:3
C -0.0181 -1.4241 0.8225 -0.96 0.49 -1.12
C 1.3316 0.6011 0.0563 -1.43 0.07 -4.33
C -1.4386 0.5970 -0.0669 0.13 -0.74 -2.54
N 0.0711 -0.2595 -0.1170 -0.91 0.20 1.26
O 0.9999 1.8494 0.4081 -2.33 0.66 1.93
O 2.0639 -0.0080 0.9350 0.72 -2.25 1.10
O 1.7488 0.5696 -1.3205 0.78 0.63 0.83
O -1.5762 1.0605 1.1728 -0.47 0.13 0.86
O -2.3654 -0.3497 -0.3696 1.07 0.63 4.89
O -1.3609 1.4734 -1.1535 -1.61 -3.55 0.97
H 0.2402 -1.1996 1.8117 0.28 1.05 1.26
H -1.0443 -1.6612 0.7633 -1.05 -0.79 0.25
H 0.5464 -2.2919 0.6154 0.86 -0.60 -1.09
H 0.0356 -0.4663 -1.1122 0.42 -0.65 0.06
H 0.2964 1.6450 1.1266 1.62 1.49 -0.92
H 2.8774 0.4332 1.1027 1.25 0.75 0.24
H 2.1037 1.4174 -1.6690 -0.24 -0.56 0.72
H -2.3079 0.6220 1.6933 0.90 0.49 -0.98
H -2.5128 -0.4490 -1.2511 -0.65 -0.15 -4.29
H -0.9330 2.2611 -0.9736 1.62 2.68 0.88
```
Forces are in eV/Å.


Record 5
Entry from OMol25: a 2-piece molecular cluster, C3H10NOP overall (the ωB97M-V functional and the def2-TZVPD basis).

## Properties
Spin multiplicity = 1
Energy above the lowest of the compared OMol25 structures with the same formula, charge and spin = 2.648 eV
E_HOMO = -8.19 eV
Net charge = 0

Geometry as XYZ:
```
16
Properties=species:S:1:pos:R:3:forces:R:3
C 2.1104 0.9449 -0.5821 0.00 1.19 2.10
C 3.0074 -0.9169 0.6497 0.26 2.05 -1.24
C -3.5224 -0.0921 -0.4737 -0.27 -3.00 -2.25
N 2.0099 -0.2255 0.2561 0.23 -2.71 0.51
O -0.8351 -0.1343 0.1066 0.91 0.02 0.77
P -2.2955 -0.6752 0.7168 1.00 0.37 1.66
H 2.4869 0.6424 -1.5572 -0.37 0.24 -0.11
H 1.0667 1.3511 -0.5315 1.17 0.08 -0.89
H 2.8222 1.6744 -0.0970 -0.55 -0.39 -0.74
H 4.0332 -0.5184 0.5773 -0.06 -0.01 -0.25
H 2.9849 -1.9450 0.9456 -0.79 -0.35 0.80
H 0.0565 -0.2978 0.6167 -2.14 -0.12 -1.30
H -3.3216 0.8610 -0.8640 -0.14 1.54 -0.25
H -3.5305 -0.8121 -1.4208 0.25 1.31 1.90
H -4.5285 -0.2652 -0.0555 0.43 0.54 0.08
H -2.5445 0.4089 1.7131 0.08 -0.76 -0.78
```
Forces are in eV/Å.


Record 6
Entry from OMol25: a 2-piece molecular cluster, C3H10NOP overall (the ωB97M-V functional and the def2-TZVPD basis).

## Properties
Spin multiplicity = 1
Energy above the lowest of the compared OMol25 structures with the same formula, charge and spin = 2.071 eV
E_HOMO = -9.13 eV
Net charge = 0

Geometry as XYZ:
```
16
Properties=species:S:1:pos:R:3:forces:R:3
C -1.3982 0.4230 0.5786 -0.60 0.64 -1.20
C -1.6630 -1.7529 -0.5262 -0.45 0.77 -4.42
C -0.7170 -0.6626 -0.1295 2.68 -0.58 -1.04
N 3.2153 1.5872 -1.1137 0.17 -0.60 -1.64
O 1.1421 -0.3210 1.8951 -0.13 -0.05 -0.23
P 0.8820 -1.2497 0.7701 -0.77 0.03 -0.40
H -0.6785 1.0172 1.0326 1.32 1.41 0.96
H -1.8282 1.0346 -0.2584 -0.77 -0.37 1.44
H -1.9692 0.0062 1.3903 -1.10 0.29 -0.03
H -2.6542 -1.2969 -0.8097 0.82 -0.64 0.59
H -1.6922 -2.3678 0.2608 -1.14 -2.55 3.10
H -1.4043 -2.4439 -1.4077 0.13 1.28 1.09
H -0.2435 -0.2206 -1.0342 0.02 -0.21 0.13
H 3.4915 2.2707 -0.4835 0.39 1.75 1.30
H 3.5715 0.7481 -0.7396 0.54 -1.28 0.31
H 2.2300 1.5027 -1.0996 -1.11 0.13 0.04
```
Forces are in eV/Å.


Record 7
Entry from OMol25: a 2-piece molecular cluster, C3H10NOPS overall (the ωB97M-V functional and the def2-TZVPD basis).

## Properties
Spin multiplicity = 1
Energy above the lowest of the compared OMol25 structures with the same formula, charge and spin = 2.259 eV
E_HOMO = -8.57 eV
Net charge = 0

Geometry as XYZ:
```
17
Properties=species:S:1:pos:R:3:forces:R:3
C 0.6712 -1.8818 1.6075 -2.87 1.03 -1.25
C -0.4555 1.9887 1.1909 -1.79 -3.43 -0.90
C -0.4947 -2.1936 0.9867 1.26 -2.00 0.31
N -0.1291 1.4636 -2.5305 -1.74 -0.38 0.07
O 0.9319 -0.7301 -1.6977 -0.28 3.72 -3.66
P -0.3068 0.3070 -1.3395 0.78 0.20 0.35
S 0.8557 1.2384 0.1606 -0.32 0.01 0.48
H 0.7891 -0.8113 1.6789 0.63 0.01 0.26
H 1.4096 -2.5091 2.0265 0.39 -0.89 0.24
H 0.9401 -1.4274 -1.1474 0.10 -4.07 3.21
H -0.0945 1.9841 2.1881 0.04 0.53 0.83
H -1.4980 1.4426 1.1144 2.20 0.43 0.33
H -0.6634 2.8566 0.7002 -0.35 3.00 -0.36
H -1.1656 -1.4715 0.5586 0.00 0.56 0.21
H -0.8439 -3.2383 0.7705 0.59 0.89 0.44
H -0.6659 1.2735 -3.3431 -1.23 -0.27 -0.56
H 0.7198 1.7088 -2.9247 2.59 0.65 -0.01
```
Forces are in eV/Å.


Record 8
Entry from OMol25: a 2-piece molecular cluster, C3H10NOS overall (the ωB97M-V functional and the def2-TZVPD basis).

## Properties
Spin multiplicity = 1
Energy above the lowest of the compared OMol25 structures with the same formula, charge and spin = 2.331 eV
E_HOMO = -2.85 eV
Net charge = -1

Geometry as XYZ:
```
16
Properties=species:S:1:pos:R:3:forces:R:3
C -0.7589 -1.1205 1.2121 0.04 1.13 -1.15
S -2.4303 -0.6570 0.5922 0.48 -0.63 -0.44
C -1.7904 -0.1281 -1.0904 -1.13 -0.01 2.06
H -0.3316 -0.1223 1.2779 0.59 -0.26 0.98
H -0.1458 -1.4591 0.3684 -0.34 -0.54 0.20
H -0.6754 -1.7745 2.0762 -0.37 0.22 0.03
H -1.0216 0.6170 -0.8872 0.33 -0.33 -0.39
H -1.4853 -1.0573 -1.5583 0.19 0.37 -0.46
H -2.6926 0.3353 -1.4810 0.16 -0.08 -0.69
N 3.4000 0.8382 -1.1706 -0.37 0.12 -1.17
C 2.4754 1.0198 0.0622 1.47 1.46 -0.20
O 1.2887 0.4872 0.0059 -0.05 -0.30 -0.20
H 2.8181 0.6439 -1.9914 -0.27 -0.35 0.44
H 3.7524 1.7535 -1.4490 0.19 0.09 0.39
H 3.2363 0.6702 0.8019 -0.67 -0.39 0.67
H 2.4975 2.1650 0.2244 -0.27 -0.51 -0.06
```
Forces are in eV/Å.


Record 9
Entry from OMol25: a 2-piece molecular cluster, C3H10NS overall (the ωB97M-V functional and the def2-TZVPD basis).

## Properties
Spin multiplicity = 1
Energy above the lowest of the compared OMol25 structures with the same formula, charge and spin = 2.118 eV
E_HOMO = -2.29 eV
Net charge = -1

Geometry as XYZ:
```
15
Properties=species:S:1:pos:R:3:forces:R:3
C 0.9731 0.4432 2.2456 -2.78 2.22 -0.72
S 0.5621 -1.2375 2.2213 -0.59 -1.88 0.02
H 0.3121 1.1549 1.6605 0.21 -0.94 -0.61
H 0.7445 0.9710 3.1367 0.54 0.08 1.84
H 1.9145 0.6743 1.9029 2.52 0.50 -0.51
C 0.7151 -0.7117 -1.1608 -0.81 1.15 -0.36
N -0.7291 -0.7873 -0.9995 -0.74 0.06 1.92
C -1.6064 0.3695 -1.2749 1.30 0.04 -2.07
H 0.9446 -0.2847 -2.1134 0.25 -1.19 -1.75
H 1.3230 0.0032 -0.6563 -0.27 1.36 1.87
H 1.1208 -1.6067 -0.7464 0.47 -1.04 -0.79
H -0.8219 -0.9927 0.0282 -0.07 0.00 -0.96
H -1.7148 0.5363 -2.4361 0.02 -0.55 1.89
H -1.1301 1.3244 -0.9525 -0.72 -0.30 0.37
H -2.6075 0.1438 -0.8553 0.68 0.51 -0.15
```
Forces are in eV/Å.


Record 10
Entry from OMol25: C3H10NS as an isolated structure (the ωB97M-V functional and the def2-TZVPD basis).

## Properties
Spin multiplicity = 2
Energy above the lowest of the compared OMol25 structures with the same formula, charge and spin = 3.434 eV
<S²> = 0.77
E_HOMO (spin up / spin down) = -6.73 / -8.85 eV
Net charge = 0

Geometry as XYZ:
```
15
Properties=species:S:1:pos:R:3:forces:R:3
C -1.4979 -0.2146 0.7232 0.61 2.30 3.46
N -2.6022 0.6360 0.2251 2.30 0.60 -1.59
H -1.7150 -1.2111 0.5497 -0.13 -2.03 -0.70
H -1.3714 -0.1357 1.9194 -0.36 0.17 -2.68
H -2.9883 0.1220 -0.5743 -0.10 0.17 0.35
H -2.1254 1.4465 -0.2912 -1.00 -1.07 1.22
C 1.0832 -1.8427 0.2134 -2.81 4.15 3.01
S 0.4370 0.2444 0.1373 -0.63 -2.78 -0.49
C 2.0047 1.0465 -1.2926 -0.79 1.75 0.54
H 0.8207 -2.4886 -0.5509 -0.70 -0.74 -1.68
H 2.0929 -1.6380 0.3431 1.73 -0.08 0.31
H 0.5078 -1.9781 1.1821 1.12 -0.42 -1.26
H 1.7724 2.1536 -1.2278 -0.20 -1.48 -0.52
H 1.7423 0.4911 -2.1821 0.31 0.24 -0.04
H 2.9466 0.9408 -0.8040 0.67 -0.77 0.09
```
Forces are in eV/Å.


Record 11
Entry from OMol25: a 2-piece molecular cluster, C3H10NS overall (the ωB97M-V functional and the def2-TZVPD basis).

## Properties
Spin multiplicity = 1
Energy above the lowest of the compared OMol25 structures with the same formula, charge and spin = 0.871 eV
E_HOMO = -13.46 eV
Net charge = +1

Geometry as XYZ:
```
15
Properties=species:S:1:pos:R:3:forces:R:3
C 2.2158 1.5314 0.8727 0.01 0.02 -0.06
S 2.1245 0.2903 -0.4577 -0.21 0.11 0.11
H 2.1903 2.5069 0.3943 -0.04 0.00 -0.03
H 1.3861 1.4511 1.5723 0.07 0.01 -0.04
H 3.1608 1.4305 1.3935 0.04 -0.01 0.06
H 2.3006 -0.7830 0.3201 0.13 -0.12 0.03
C -1.6834 -0.9270 -1.5358 0.26 0.21 0.22
C -1.5612 -0.5686 0.8584 -0.23 -0.09 0.28
N -1.0216 -0.5264 -0.2822 -0.13 0.13 -0.24
H -1.0472 -1.6565 -2.0267 0.03 -0.02 -0.11
H -1.7865 -0.0374 -2.1643 -0.04 -0.22 0.09
H -2.6433 -1.3691 -1.2947 -0.11 0.05 -0.09
H -2.5781 -0.9332 0.9683 0.05 0.01 -0.03
H -1.0149 -0.2458 1.7369 0.08 0.02 -0.08
H -0.0420 -0.1632 -0.3552 0.08 -0.09 -0.11
```
Forces are in eV/Å.


Record 12
Entry from OMol25: an isolated ion of composition C3H10NS and charge +1 (the ωB97M-V functional and the def2-TZVPD basis).

## Properties
Spin multiplicity = 1
Energy above the lowest of the compared OMol25 structures with the same formula, charge and spin = 1.534 eV
E_HOMO = -12.35 eV
Net charge = +1

Geometry as XYZ:
```
15
Properties=species:S:1:pos:R:3:forces:R:3
C -0.0505 -1.6350 -0.8157 -0.90 1.73 -0.25
C -0.3805 -0.1383 -0.5049 1.35 0.59 0.51
C 0.0863 0.2428 0.9270 -1.99 -0.92 2.19
S 0.6954 1.9262 1.4789 -1.96 -0.20 -1.42
N -0.7444 -1.9728 -2.1614 -1.58 -0.73 0.61
H -0.6288 -2.3351 -0.1918 1.00 0.25 0.37
H 1.0695 -1.7997 -0.8914 -1.59 -0.09 0.06
H 0.3428 0.4616 -1.1085 -1.29 -0.20 -0.46
H -1.5028 0.1080 -0.5810 1.88 -0.28 -0.38
H -0.7683 -0.1729 1.5666 0.87 1.27 -0.32
H 0.8691 -0.3580 1.3741 0.67 -0.37 -0.72
H -0.4090 2.7135 1.0768 1.20 -0.97 0.47
H -0.8039 -1.3844 -2.9888 0.56 0.90 0.29
H -1.7455 -2.2678 -1.9800 1.32 0.47 -0.12
H -0.2709 -2.7918 -2.4462 0.47 -1.46 -0.84
```
Forces are in eV/Å.


For each record above, in turn, the calculated energy values are -21734.1696, -18776.4916, -12954.7134, -17040.7636, -16097.8587, -16098.4359, -26934.2357, -17645.1117, -15597.6833, -15593.6776, -15591.2302, -15590.5673 eV.